Entry 1:
This record from the Open Molecules 2025 dataset describes a cluster of 14 separate species, C66H156N4O14 in total. The level of theory is ωB97M-V with the def2-TZVPD basis set.

Each line ends with the Mulliken charge.
Atoms and positions in Å:
C: 1.1700 0.2779 -5.2326  -0.485
C: 0.2020 0.0683 -6.4371  1.843
C: -0.0464 -1.4007 -6.8080  -1.222
C: -1.0112 -2.1415 -5.8486  -0.444
C: -2.3627 -1.5336 -5.8167  -1.472
C: -2.2219 -0.0864 -5.4016  1.154
N: -1.1380 0.5822 -6.2627  0.292
O: -1.2114 2.0515 -6.1698  -0.283
C: -3.6156 0.5921 -5.8457  -2.210
C: -2.0337 0.0900 -3.8784  -0.845
C: 0.7498 0.7294 -7.6696  -2.317
H: 1.4853 1.4141 -5.1936  -0.352
H: 2.1088 -0.2958 -5.2732  0.458
H: 0.6644 0.0898 -4.2941  -0.242
H: -0.5754 -1.4108 -7.7449  0.398
H: 0.8736 -2.0454 -6.8515  0.393
H: -0.6015 -1.9886 -4.8993  0.082
H: -0.9616 -3.1651 -6.1262  0.536
H: -3.0043 -1.9316 -5.0663  0.494
H: -2.8811 -1.6368 -6.7320  0.442
H: -3.8799 0.2827 -6.8307  0.532
H: -4.3987 0.1623 -5.3004  0.556
H: -3.6434 1.6667 -5.7869  0.298
H: -1.5502 -0.7044 -3.3836  0.439
H: -1.4869 1.0770 -3.6650  -0.264
H: -2.9787 0.2063 -3.3381  0.631
H: 0.8183 1.7530 -7.4259  0.675
H: 0.0313 0.5258 -8.4981  0.413
H: 1.7226 0.3723 -7.9969  0.310
H: -1.1663 2.2413 -7.1364  0.319
C: -4.0531 4.0891 3.1500  -1.381
C: -5.0491 3.2694 2.3656  2.156
C: -6.0434 4.2653 1.6622  -1.356
C: -5.3373 4.8880 0.4331  -0.472
C: -4.7434 3.8264 -0.5268  -0.943
C: -3.7364 2.9196 0.1732  2.290
N: -4.4636 2.3309 1.3261  -0.376
O: -3.4741 1.4301 1.9254  1.407
C: -3.4976 1.7654 -0.7663  -2.273
C: -2.3860 3.5676 0.4413  -0.314
C: -5.8450 2.3568 3.2304  -1.980
H: -3.8851 5.0696 2.6244  0.182
H: -3.0989 3.5334 3.1637  -0.208
H: -4.2693 4.2633 4.2028  0.471
H: -6.9189 3.6555 1.4810  0.418
H: -6.3075 5.0833 2.3352  0.301
H: -4.4968 5.5453 0.8367  0.234
H: -6.0715 5.5110 -0.1414  0.421
H: -4.1787 4.3298 -1.3845  -0.134
H: -5.5600 3.2184 -0.8442  0.661
H: -3.3588 2.1527 -1.7417  0.896
H: -2.6570 1.1840 -0.5485  -0.252
H: -4.5097 1.2251 -0.8815  -0.097
H: -1.7717 2.9346 1.0715  -0.442
H: -1.8963 3.6744 -0.5302  -0.641
H: -2.4605 4.5314 0.9408  0.645
H: -5.2655 1.6943 3.8571  0.098
H: -6.3329 1.7428 2.5153  0.513
H: -6.5244 2.8690 3.8911  0.500
H: -3.8965 0.5515 1.8241  -0.142
C: -1.4366 -7.4388 -3.6523  -1.831
C: -0.0087 -7.8315 -3.3385  1.766
C: 0.5788 -8.5919 -4.5441  -1.367
C: 2.0638 -8.5669 -4.6041  -0.628
C: 2.6097 -7.1566 -4.5797  -1.391
C: 2.1635 -6.3727 -3.3371  1.914
N: 0.7231 -6.4614 -3.3580  -0.038
O: 0.2653 -5.7032 -2.1900  -0.056
C: 2.8808 -6.8880 -2.0298  -1.636
C: 2.5592 -4.8779 -3.6276  -1.913
C: 0.0215 -8.5294 -2.0127  -1.693
H: -1.8642 -6.9369 -2.7934  0.349
H: -1.9906 -8.3788 -3.8499  0.408
H: -1.4678 -6.7490 -4.5706  0.287
H: 0.2262 -9.5852 -4.6903  0.408
H: 0.1361 -8.0721 -5.3508  0.454
H: 2.5241 -9.0988 -5.4048  0.452
H: 2.5205 -9.0732 -3.6910  0.254
H: 2.1709 -6.7342 -5.4482  0.392
H: 3.7093 -7.1447 -4.6905  0.476
H: 2.4193 -6.5209 -1.1101  0.328
H: 2.9859 -8.0165 -1.9558  0.256
H: 3.9166 -6.4464 -2.0516  0.450
H: 1.9420 -4.4443 -4.4362  0.353
H: 2.4158 -4.3282 -2.7436  0.254
H: 3.5982 -4.8618 -4.0272  0.439
H: -0.3520 -8.0175 -1.1925  0.336
H: 1.0278 -8.9343 -1.8427  0.336
H: -0.5744 -9.4087 -1.9355  0.495
H: -0.1621 -4.9299 -2.6358  0.183
C: 2.2012 0.5094 3.0931  -2.183
C: 1.3466 0.7525 1.8059  2.132
C: 1.7747 2.1222 1.3278  -0.119
C: 1.3962 2.3029 -0.0654  0.844
C: 1.9188 1.2345 -1.0077  0.174
C: 1.5144 -0.2138 -0.6245  3.021
N: 1.8735 -0.2382 0.8113  0.509
O: 1.5019 -1.5834 1.2597  0.584
C: 0.0006 -0.4468 -0.9191  -0.513
C: 2.3541 -1.1668 -1.4126  -1.758
C: -0.1471 0.5883 2.0348  -0.038
H: 2.0479 1.2478 3.8964  0.342
H: 3.2514 0.4607 2.8363  0.370
H: 2.0220 -0.4484 3.7224  -0.090
H: 1.1873 2.8593 1.9189  0.607
H: 2.8971 2.2789 1.4202  -0.895
H: 1.7226 3.2370 -0.4988  0.307
H: 0.3303 2.2467 -0.0308  -1.040
H: 3.0617 1.2747 -0.8311  -0.565
H: 1.6646 1.3287 -2.0984  -0.259
H: -0.4089 -1.3864 -0.5642  0.402
H: -0.5845 0.4268 -0.6756  -0.512
H: -0.0623 -0.5154 -1.9865  -0.663
H: 3.3629 -1.1554 -1.0720  0.040
H: 1.9921 -2.2050 -1.5123  0.485
H: 2.3448 -0.7056 -2.4497  -0.160
H: -0.5372 1.1939 2.8920  0.228
H: -0.2561 -0.4721 2.3128  -0.072
H: -0.8087 0.8194 1.1852  -0.594
H: 2.2640 -2.1566 1.0711  -0.196
C: 4.4600 -3.1993 3.6614  -1.358
C: 4.1872 -3.8922 2.3374  0.672
C: 3.0754 -4.8739 2.3506  -0.511
O: 3.8915 -3.0532 1.2253  -0.332
H: 3.5670 -2.6599 3.9850  0.107
H: 5.3348 -2.5886 3.6122  0.405
H: 4.5625 -3.9867 4.4579  0.423
H: 5.1692 -4.4360 2.0896  0.250
H: 2.1094 -4.3483 2.5145  -0.277
H: 3.2276 -5.6570 3.0915  0.543
H: 3.0487 -5.3450 1.3760  0.013
H: 4.4911 -2.2805 1.1543  0.008
C: 2.5549 4.5797 -4.9669  -1.776
C: 2.6635 3.7943 -3.6044  2.079
C: 3.9556 2.8992 -3.5418  -0.816
O: 2.6360 4.6877 -2.4810  -0.585
H: 1.5225 4.9064 -5.1628  0.239
H: 2.9497 3.9308 -5.7557  0.440
H: 3.2845 5.3540 -4.9196  0.527
H: 1.8050 3.0391 -3.5662  -0.963
H: 3.9607 2.5592 -2.5204  -0.058
H: 4.7885 3.5755 -3.7944  0.457
H: 3.8537 2.0369 -4.2649  0.243
H: 1.8017 5.2403 -2.4080  0.044
C: 1.0092 5.4876 5.1486  -1.649
C: 0.2733 6.6439 4.4989  1.018
C: -1.2061 6.6018 4.5843  -0.915
O: 0.7089 7.8660 5.1803  -0.591
H: 0.8934 5.4507 6.2082  0.526
H: 2.0367 5.6708 4.9635  0.468
H: 0.7515 4.5388 4.7083  0.273
H: 0.6197 6.7708 3.4824  -0.002
H: -1.5474 6.4180 5.6637  0.249
H: -1.4940 5.7300 4.0638  -0.058
H: -1.6023 7.5209 4.1645  0.391
H: 1.3942 7.6914 5.7937  0.321
C: -2.0411 6.6488 -2.5387  -1.677
C: -0.9644 5.6097 -2.3377  1.349
C: -1.2399 4.2798 -3.0593  -0.770
O: 0.2922 6.1827 -2.8690  -0.494
H: -3.0686 6.3355 -2.3696  0.307
H: -1.9976 6.9106 -3.6007  0.379
H: -2.0682 7.5204 -1.8914  0.459
H: -0.7846 5.3964 -1.2481  -0.330
H: -2.1717 3.9085 -2.6162  0.034
H: -0.3808 3.6063 -2.8905  -0.363
H: -1.2362 4.3269 -4.1480  0.902
H: 0.3338 7.1549 -2.7279  0.269
C: 3.5589 5.1766 2.2007  -1.071
C: 3.1749 5.5239 0.7911  1.384
C: 3.5362 7.0595 0.4611  -1.470
O: 3.9437 4.6757 -0.0550  -0.468
H: 3.5674 4.1398 2.4007  0.415
H: 2.9075 5.5921 3.0157  -0.169
H: 4.6093 5.5931 2.3481  0.354
H: 2.0962 5.4558 0.5785  -0.108
H: 4.6169 7.0239 0.5854  0.398
H: 3.0803 7.7348 1.2144  0.321
H: 3.1725 7.3910 -0.5447  0.305
H: 3.6639 4.7220 -0.9966  0.269
C: -2.5812 -3.7503 3.4434  -1.325
C: -1.2747 -3.5120 2.6564  1.172
C: -0.5977 -4.7642 2.0239  -1.312
O: -1.5493 -2.5718 1.5867  0.225
H: -2.4526 -4.1507 4.4089  0.406
H: -3.2279 -4.4270 2.8269  0.403
H: -3.1377 -2.7881 3.6167  -0.051
H: -0.5473 -3.0043 3.3223  0.008
H: -1.3930 -5.3599 1.4528  0.336
H: -0.0445 -5.3572 2.7907  0.376
H: 0.1473 -4.4027 1.3481  0.179
H: -0.7589 -2.0684 1.4405  -0.800
C: -1.4407 1.3033 6.1594  -1.013
C: -2.3928 0.1103 6.3024  0.120
C: -2.7406 -0.5709 4.9858  -0.557
O: -1.9921 -1.0346 7.0997  -0.495
H: -1.1031 1.7135 7.1227  0.431
H: -2.0452 2.0609 5.5928  0.267
H: -0.6577 1.1704 5.3823  -0.036
H: -3.3372 0.4244 6.7696  0.548
H: -3.2214 0.0499 4.2184  0.027
H: -3.5573 -1.2176 5.3462  0.482
H: -1.8520 -1.0623 4.5775  -0.101
H: -2.0995 -0.7786 8.0152  0.255
C: 6.5254 1.4369 0.2079  -1.092
C: 5.9563 0.0221 -0.1557  0.617
C: 7.1205 -0.9894 0.0234  -1.513
O: 4.9610 -0.3582 0.7698  -0.571
H: 7.1425 1.8384 -0.5985  0.363
H: 7.0685 1.3111 1.1295  0.411
H: 5.6411 2.0739 0.4467  0.033
H: 5.6390 0.0306 -1.1903  0.342
H: 6.7841 -1.9658 -0.3693  0.383
H: 7.5631 -1.0703 1.0147  0.328
H: 7.9429 -0.5699 -0.7017  0.352
H: 4.0054 -0.2077 0.5243  0.053
C: -6.2404 -1.1179 0.6187  -1.422
C: -4.9843 -1.9835 0.9410  0.969
C: -4.5178 -2.6771 -0.2788  -1.203
O: -3.9667 -1.0516 1.4004  -0.073
H: -7.1397 -1.7134 0.3484  0.473
H: -6.0421 -0.4260 -0.2370  0.238
H: -6.4369 -0.5185 1.5248  0.251
H: -5.3515 -2.6023 1.7399  0.189
H: -4.0017 -1.9504 -0.8923  0.109
H: -5.2929 -3.0873 -0.8913  0.438
H: -3.7529 -3.4644 -0.1837  0.190
H: -3.1006 -1.4698 1.4423  -0.200
C: 0.7991 -3.3758 9.1645  -1.320
C: 0.7381 -3.1082 7.6561  0.570
C: -0.4620 -3.8698 7.0172  -1.169
O: 0.6778 -1.7411 7.2896  -0.560
H: 1.5284 -2.7992 9.7496  0.321
H: 1.1626 -4.3996 9.3066  0.380
H: -0.2220 -3.3840 9.5999  0.265
H: 1.6405 -3.4511 7.1309  0.261
H: -0.6840 -3.3978 6.0517  0.111
H: -1.4071 -3.6249 7.5653  0.240
H: -0.3003 -4.9028 6.8574  0.576
H: -0.2709 -1.4987 7.1395  0.346

The calculation puts the gap between HOMO and LUMO at 0.328 Ha. The largest force on an atom is 3.2 eV/Å. The energy above the lowest of the compared OMol25 structures with the same formula, charge and spin is 0.995 eV. Its net charge is 0.


Entry 2:
This record from the Open Molecules 2025 dataset describes an isolated molecule of C4H6O2. The level of theory is ωB97M-V with the def2-TZVPD basis set.

Each line ends with the Mulliken charge.
Atoms and positions in Å:
O: 0.9009 1.9862 0.8170  -0.541
C: 0.3753 1.0060 0.3440  0.659
C: -1.1113 0.8299 0.1655  -1.129
C: -0.2872 -1.9033 -0.0735  -0.368
O: 0.4800 -1.1403 -0.8054  -0.222
C: 1.2533 -0.1801 -0.0671  -0.172
H: -1.3546 0.7630 -0.9016  0.345
H: -1.6560 1.6517 0.6261  0.330
H: -1.4034 -0.1232 0.6221  0.323
H: -0.9196 -2.4019 -0.8458  0.182
H: 2.0629 0.1549 -0.7190  0.313
H: 1.6597 -0.6428 0.8378  0.280

The calculation puts the gap between HOMO and LUMO at 0.348 Ha. The largest force on an atom is 0.5 eV/Å. The energy above the lowest of the compared OMol25 structures with the same formula, charge and spin is 3.702 eV. Its net charge is 0.


Entry 3:
This record from the Open Molecules 2025 dataset describes a structure of composition C3H11N6. The level of theory is ωB97M-V with the def2-TZVPD basis set.

Each line ends with the Mulliken charge.
Atoms and positions in Å:
C: 1.7853 -0.9459 0.8018  -0.396
C: 0.7631 -1.3064 0.0413  -0.272
C: -0.1331 0.6287 1.0167  0.672
N: 0.8951 0.4307 1.8014  0.114
N: -0.2483 -0.2545 -0.0104  0.447
N: -0.9732 1.5646 1.4032  -0.335
N: 1.4517 1.3820 2.6579  -0.710
N: -1.5218 -0.2278 -0.5871  -0.891
N: -0.7112 -0.9227 -3.3454  -0.730
H: 2.7881 -1.0864 1.0982  0.439
H: 0.4838 -2.1014 -0.6295  0.426
H: -0.8443 1.9950 2.3067  0.242
H: -1.5453 2.0234 0.7363  0.221
H: 2.4026 1.3452 2.3527  0.245
H: 1.3774 1.3003 3.6542  0.244
H: -1.9945 -1.1204 -0.6928  0.260
H: -1.4293 0.0446 -1.5809  0.271
H: 0.0535 -0.7998 -4.0043  0.224
H: -1.3727 -0.1751 -3.5099  0.297
H: -1.2270 -1.7741 -3.5102  0.234

The calculation puts the gap between HOMO and LUMO at 0.362 Ha. The largest force on an atom is 5.1 eV/Å. The energy above the lowest of the compared OMol25 structures with the same formula, charge and spin is 2.800 eV. Its net charge is +1.


Entry 4:
This record from the Open Molecules 2025 dataset describes the ion C4H9N4 with charge +1. The level of theory is ωB97M-V with the def2-TZVPD basis set.

Each line ends with the Mulliken charge.
Atoms and positions in Å:
C: -2.7609 -0.2657 -0.4035  0.046
C: -2.3460 -1.4768 -0.2319  -0.097
C: 1.6224 -1.2101 0.2481  -0.790
C: 1.7105 1.2962 0.1310  -0.819
N: -2.3221 1.0494 -0.2575  -0.906
N: -1.0261 1.0799 0.0269  0.528
N: -0.3318 0.0303 0.1037  -0.180
N: 0.9543 0.0915 -0.0036  0.127
H: -3.7968 -0.0715 -0.6478  0.436
H: -2.2091 -2.5418 -0.2433  0.398
H: 2.6116 -1.3425 -0.1543  0.315
H: 1.7501 -1.4223 1.3062  0.354
H: 1.0072 -2.0571 -0.0629  0.274
H: 2.4438 1.3460 -0.6085  0.368
H: 1.1262 2.1778 -0.0132  0.235
H: 2.2174 1.3029 1.0071  0.383
H: -0.6505 2.0137 -0.1964  0.328

The calculation puts the gap between HOMO and LUMO (spin up / spin down) at 0.231 / 0.231 Ha. The largest force on an atom is 3.5 eV/Å. The energy above the lowest of the compared OMol25 structures with the same formula, charge and spin is 7.874 eV. Its net charge is +1.


Which formula does entry 3 have? C3H11N6


What is the formula in the third record? C3H11N6